DFT (ωB97M-V/def2-TZVPD) results for a molecular structure, C26H32N4O5S at a distorted geometry.

Summary:
Charge: 0
Total energy (a.u.): -2002.45556
Gap between HOMO and LUMO (Eh): 0.261
LUMO level (eV): -1.103
Energy above the lowest of the compared OMol25 structures with the same formula, charge and spin (eV): 26.611

Geometry (Å):
C 1.664 0.977 -4.117
H 2.440 5.278 -3.591
C -0.139 3.687 0.120
C -0.704 -5.075 3.492
C -0.179 -0.366 -0.378
H -1.305 3.940 1.608
H 3.148 -0.517 -3.690
H 0.655 3.357 2.824
C -1.469 -1.363 3.712
H 1.966 1.206 -5.034
O -0.522 -6.560 5.344
C 0.499 -1.069 0.575
C 0.969 2.498 2.117
C -1.762 -5.860 6.047
C 2.306 4.406 -3.910
H 2.023 2.007 2.339
H 2.184 -2.401 0.478
C 1.990 -0.058 -3.388
C 0.273 -1.651 1.912
H -1.382 -5.032 6.427
H 2.977 2.687 0.442
C -1.636 3.527 0.717
C 1.665 -0.448 -2.083
C 1.692 -1.797 -0.049
O 0.921 -2.600 2.313
H -0.014 -4.531 2.757
H -2.364 4.083 0.138
H 3.144 3.460 -2.030
C 2.069 2.801 -0.070
N -0.966 -1.070 2.322
C 0.091 -5.749 4.571
H -3.323 -1.681 2.989
O -1.433 3.480 -3.855
H -0.566 -2.271 4.078
H -1.919 2.531 1.015
H -3.151 -6.103 4.103
H -2.545 -6.667 6.381
H -1.811 -3.520 2.195
H -1.355 -0.504 1.791
C -0.207 1.197 -2.337
H -1.098 -6.073 2.888
C 0.730 3.895 -1.987
H 1.723 4.681 -5.142
N 2.023 -1.552 -1.512
N 0.683 4.209 -3.345
H 0.836 -6.489 4.380
H -1.569 -0.486 4.272
H -2.989 -2.341 4.528
C -2.226 -3.587 3.051
H -3.482 -4.687 5.132
C -2.879 -2.269 3.444
C 2.064 3.352 -1.393
C -0.198 4.018 -1.252
H 2.847 3.596 -4.120
H 0.154 1.817 2.257
H 0.457 -5.045 5.414
C 0.320 -0.029 -1.626
O -1.159 0.384 0.122
N -1.738 -4.430 3.920
C -2.502 -5.235 4.626
C 0.882 2.910 0.744
C 0.282 1.623 -3.413
H -3.520 -4.283 2.714
H -1.124 1.487 -2.056
S -0.133 3.029 -4.283
O 0.024 3.160 -5.698
H -1.149 4.259 -1.939
H 3.079 -1.759 -1.697

DFT (ωB97M-V/def2-TZVPD) results for a molecular structure, C26H32N7PSSiTl at a distorted geometry.

Summary:
Charge: +1
Total energy (a.u.): -2594.57347
Gap between HOMO and LUMO (Eh): 0.282
LUMO level (eV): -3.023
Energy above the lowest of the compared OMol25 structures with the same formula, charge and spin (eV): 0.233

Geometry (Å):
H 0.690 -5.191 2.851
C -4.368 -3.434 -2.346
H 3.707 0.971 1.067
C 2.047 -5.921 1.354
C 4.440 3.346 0.172
H -2.346 -2.401 0.161
N 3.714 3.541 -1.083
C -3.423 -3.604 -3.347
N -1.246 0.280 3.066
H 3.885 1.566 -1.759
S 1.177 -0.943 2.589
H -4.125 3.292 -2.418
C 1.908 -4.855 -0.794
H -3.415 2.831 2.228
H 3.269 5.525 -0.655
C 2.482 -5.801 0.043
H 2.499 -6.654 2.009
C -2.377 1.540 -0.116
H -0.570 0.928 -2.763
H 0.662 -1.022 5.231
H 0.358 3.451 -1.021
N 3.558 3.043 1.294
C 2.933 1.738 1.144
H -5.411 -3.643 -2.545
Si 0.136 -2.758 -1.452
H -2.281 2.383 -3.846
C 0.916 3.221 -0.110
H -4.154 2.743 -0.006
H 3.269 -6.443 -0.330
H -0.891 -0.254 5.400
H -1.353 -3.498 -3.875
C -1.389 1.351 -2.189
H 2.170 4.755 -1.815
C -1.670 -2.939 -1.817
N 1.798 4.336 0.204
H -4.379 1.386 1.894
C -3.975 -2.998 -1.086
H -0.314 -3.504 1.388
C -2.082 -3.358 -3.085
H 2.253 -4.774 -1.819
H -3.226 1.392 3.239
H 1.882 3.857 2.240
P 1.852 1.630 -0.377
Tl 0.188 -0.614 0.138
H -4.712 -2.856 -0.307
N -1.329 0.516 1.745
C -2.339 2.157 -2.791
H 3.089 5.030 1.677
C -3.377 2.352 -0.645
C 0.894 -4.014 -0.327
H 0.952 -2.444 -2.639
C -3.402 1.740 2.228
C -0.177 -0.352 3.493
C -2.637 -2.750 -0.826
H 4.980 4.266 0.398
C 2.567 4.105 1.428
H 2.330 1.507 2.021
H 0.193 3.075 0.697
H 5.161 2.536 0.049
C 1.034 -5.097 1.829
C -2.326 1.215 1.327
H -3.728 -3.930 -4.333
H 2.615 2.520 -2.532
C 2.730 4.607 -0.890
N -1.410 1.053 -0.895
C 0.465 -4.148 0.996
C 3.113 2.316 -1.582
C -3.356 2.660 -1.994
N -0.129 -0.561 4.820

- Which formula does entry 1 have?
  C26H32N4O5S

- Which of these has the highest LUMO level?
  C26H32N4O5S

- What is the total energy in the first record?
  -2002.45556 a.u.

- Among the records above, which one has the lowest total energy?
  C26H32N7PSSiTl